# 1
Below is the ion C5H8NOS with charge -1, with properties calculated with ωB97M-V/def2-TZVPD.

Each atom is followed by the atoms it is bonded to, with distances in Å.
Atoms and positions in Å:
1 C 1.1747 1.4880 -0.3900  C2 1.484, H10 1.057, H14 1.082, C16 1.503
2 C -0.2115 1.0709 -0.0642  C1 1.484, H12 1.089, C15 1.350
3 C -2.0284 -1.4536 0.5149  H4 1.117, H5 1.120, H6 1.078, S7 1.833
4 H -2.7013 -2.3445 0.5096  C3 1.117
5 H -0.9647 -1.6585 0.2301  C3 1.120
6 H -2.0751 -1.0121 1.4971  C3 1.078
7 S -2.5971 -0.1556 -0.6472  C3 1.833, C15 1.750
8 H -0.8229 0.3565 -1.9898  C15 1.034
9 H 2.0831 0.4869 1.3536  C16 1.068
10 H 1.1502 1.3089 -1.4313  C1 1.057
11 N 2.1858 -0.6850 -0.2608  O13 1.300, C16 1.232
12 H -0.5383 1.0252 0.9734  C2 1.089
13 O 2.8259 -1.6615 0.3107  N11 1.300
14 H 1.6877 2.3170 0.0789  C1 1.082
15 C -1.0391 0.5593 -0.9997  C2 1.350, S7 1.750, H8 1.034
16 C 1.8711 0.3580 0.3149  C1 1.503, H9 1.068, N11 1.232

As for the relative energy (zero: lowest compared OMol25 entry of this formula, charge and spin): 0.000 eV. As for the structure (SMILES): CS/C=C/C/C=N/[O-]. The total energy comes out at -19684.5251 eV. The total charge is -1.

Results of the natural (NBO) charge analysis, in e, for atoms 1 through 8: number 1, C, carries -0.499; number 2, C, carries -0.094; number 3, C, carries -0.743; number 4, H, carries 0.207; number 5, H, carries 0.258; number 6, H, carries 0.200; number 7, S, carries 0.138; number 8, H, carries 0.202

# 2
Below is a cluster of 5 separate species, C24H60ClN4O8 in total, with properties calculated with ωB97M-V/def2-TZVPD.

Each atom is followed by the atoms it is bonded to, with distances in Å.
Atoms and positions in Å:
1 H 11.0831 -4.9516 8.7786  C82 1.090
2 Cl 6.6395 -6.0059 9.0375  no bonds
3 C 10.2174 -5.5009 13.8234  O17 1.450, H28 1.090, H65 1.090, H70 1.090
4 H 8.2539 -6.2898 12.3261  C97 1.090
5 H 6.7505 -5.4021 13.1020  N10 1.010
6 C 11.8474 -8.1236 6.5444  N27 1.493, H55 1.090, C57 1.567, H95 1.090
7 H 9.4942 -9.0529 12.0748  C64 1.090
8 H 8.2962 -7.5694 13.5141  C97 1.090
9 H 5.5787 -8.4113 16.1327  C69 1.090
10 N 6.6139 -4.4054 13.1917  H5 1.010, C84 1.447, C88 1.467
11 H 4.5689 -0.4761 7.9936  C72 1.090
12 H 8.3316 -10.3367 3.1043  C39 1.090
13 H 5.7032 0.1578 9.9946  C79 1.090
14 C 2.9950 -6.5980 7.9069  C15 1.478, H48 1.090, N86 1.504, H93 1.090
15 C 2.0643 -6.6167 6.7596  C14 1.478, H43 1.090, H45 1.090, O78 1.404
16 C 10.6164 -10.1794 4.7929  O20 1.498, H36 1.090, C46 1.498, H85 1.090
17 O 10.1884 -6.7647 13.1136  C3 1.450, C97 1.458
18 C 7.0033 -9.4414 11.5650  C32 1.526, H49 1.090, N54 1.448, H59 1.090
19 C 3.3977 -2.8538 8.6694  H41 1.090, C61 1.506, O67 1.433, H75 1.090
20 O 9.1608 -9.8655 4.9539  C16 1.498, C39 1.386
21 H 5.5577 -4.7161 16.3350  C26 1.090
22 H 9.0140 -8.6496 3.3330  C39 1.090
23 H 5.1015 -8.6048 10.9416  C32 1.090
24 H 10.9686 -11.4820 6.3078  C46 1.090
25 H 11.1619 -5.8904 10.2626  C82 1.090
26 C 6.0047 -5.1664 15.4488  H21 1.090, O40 1.449, C88 1.511, H91 1.090
27 N 11.2538 -9.3907 7.0645  C6 1.493, C46 1.511, H74 1.010
28 H 9.6898 -5.5142 14.7771  C3 1.090
29 H 6.0019 0.1101 11.7495  C79 1.090
30 H 3.9690 -9.9213 8.5748  C71 1.090
31 H 5.3016 -3.3596 14.6214  C88 1.090
32 C 5.6269 -9.5595 10.9173  C18 1.526, H23 1.090, H42 1.090, O83 1.437
33 H 4.2739 -11.2240 9.6244  C71 1.090
34 H 12.7060 -7.3689 8.4785  C57 1.090
35 H 3.2150 -0.7485 6.8392  C72 1.090
36 H 11.2909 -9.4197 4.3978  C16 1.090
37 H 2.4884 -5.4593 3.6631  C52 1.090
38 H 5.0614 -4.2542 11.7035  C84 1.090
39 C 8.5105 -9.5043 3.7848  H12 1.090, O20 1.386, H22 1.090, H92 1.090
40 O 5.5749 -6.5312 15.2233  C26 1.449, C69 1.409
41 H 2.5869 -2.1903 8.9702  C19 1.090
42 H 4.9990 -10.2755 11.4475  C32 1.090
43 H 1.0678 -6.1776 6.8070  C15 1.090
44 H 6.5573 -1.7783 12.6916  C96 1.090
45 H 1.8522 -7.6501 6.4852  C15 1.090
46 C 11.3689 -10.5023 6.0470  C16 1.498, H24 1.090, N27 1.511, H87 1.090
47 H 4.2200 -5.5500 9.1123  N86 1.010
48 H 3.7821 -7.3386 7.7657  C14 1.090
49 H 7.4975 -10.3953 11.7497  C18 1.090
50 H 5.4366 -6.8982 17.1995  C69 1.090
51 H 6.7464 -4.0451 11.2173  C84 1.090
52 C 2.0611 -6.0801 4.4506  H37 1.090, H56 1.090, O78 1.442, H89 1.090
53 H 9.6951 -7.6836 10.9160  C64 1.090
54 N 7.8700 -8.4975 10.8917  C18 1.448, C64 1.416, H66 1.010
55 H 11.1150 -7.6828 5.8681  C6 1.090
56 H 1.0063 -5.8162 4.5279  C52 1.090
57 C 11.9063 -7.1499 7.7709  C6 1.567, H34 1.090, O77 1.452, H94 1.090
58 H 4.8262 -2.1220 12.8436  C96 1.090
59 H 6.8246 -9.0874 12.5804  C18 1.090
60 O 5.4147 -1.7194 10.9829  C79 1.448, C96 1.434
61 C 2.7044 -4.1793 8.4969  C19 1.506, H73 1.090, H76 1.090, N86 1.482
62 H 6.9250 -7.3275 16.5466  C69 1.090
63 H 4.9974 -0.8255 6.5111  C72 1.090
64 C 9.0325 -8.1705 11.6315  H7 1.090, H53 1.090, N54 1.416, C97 1.486
65 H 11.2352 -5.4347 14.2080  C3 1.090
66 H 7.2047 -7.7384 10.8567  N54 1.010
67 O 4.0843 -2.5225 7.4556  C19 1.433, C72 1.451
68 H 4.3822 0.1143 11.1583  C79 1.090
69 C 5.8608 -7.3744 16.3155  H9 1.090, O40 1.409, H50 1.090, H62 1.090
70 H 9.9578 -4.6538 13.1885  C3 1.090
71 C 4.7808 -10.5584 8.9258  H30 1.090, H33 1.090, H80 1.090, O83 1.434
72 C 4.1867 -1.1002 7.1859  H11 1.090, H35 1.090, H63 1.090, O67 1.451
73 H 1.9077 -4.4352 9.1953  C61 1.090
74 H 11.7962 -9.5616 7.8992  N27 1.010
75 H 4.0940 -2.8554 9.5081  C19 1.090
76 H 2.0355 -4.3521 7.6539  C61 1.090
77 O 10.6899 -6.9882 8.5480  C57 1.452, C82 1.419
78 O 2.7529 -5.9845 5.7124  C15 1.404, C52 1.442
79 C 5.3780 -0.2726 10.9418  H13 1.090, H29 1.090, O60 1.448, H68 1.090
80 H 5.2253 -11.0960 8.0882  C71 1.090
81 H 4.7041 -4.7830 13.8170  C88 1.090
82 C 10.6389 -5.7925 9.3112  H1 1.090, H25 1.090, O77 1.419, H90 1.090
83 O 5.8858 -9.8824 9.5407  C32 1.437, C71 1.434
84 C 6.0209 -3.8321 12.0023  N10 1.447, H38 1.090, H51 1.090, C96 1.564
85 H 10.6863 -11.0766 4.1780  C16 1.090
86 N 3.6493 -5.3068 8.3153  C14 1.504, H47 1.010, C61 1.482
87 H 12.4049 -10.8406 6.0292  C46 1.090
88 C 5.6008 -4.3398 14.2500  N10 1.467, C26 1.511, H31 1.090, H81 1.090
89 H 2.0997 -7.1532 4.2632  C52 1.090
90 H 9.5700 -5.6046 9.4115  C82 1.090
91 H 7.0514 -5.0012 15.7044  C26 1.090
92 H 7.4537 -9.3321 3.9890  C39 1.090
93 H 2.3923 -6.9135 8.7586  C14 1.090
94 H 12.3134 -6.2860 7.2454  C57 1.090
95 H 12.7659 -8.2043 5.9631  C6 1.090
96 C 5.7192 -2.3176 12.2501  H44 1.090, H58 1.090, O60 1.434, C84 1.564
97 C 8.8461 -7.1338 12.6798  H4 1.090, H8 1.090, O17 1.458, C64 1.486

As for the relative energy (zero: lowest compared OMol25 entry of this formula, charge and spin): 5.011 eV. The total energy comes out at -60715.7840 eV. The total charge is -1.

Results of the Mulliken charge analysis, in e, for atoms 1 through 8: number 1, H, carries 0.406; number 2, Cl, carries -0.766; number 3, C, carries -0.650; number 4, H, carries -0.367; number 5, H, carries 0.039; number 6, C, carries -0.632; number 7, H, carries 0.475; number 8, H, carries 0.392

# 3
Below is an isolated molecule of C16H23N5OS, with properties calculated with ωB97M-V/def2-TZVPD.

Each atom is followed by the atoms it is bonded to, with distances in Å.
Atoms and positions in Å:
1 C -5.0127 0.2454 -1.9754  C8 1.526, N25 1.441, H40 1.095, H41 1.091
2 H 5.5655 1.3181 -1.1359  C24 1.081
3 C -1.5439 -2.8607 2.2287  H9 1.094, N16 1.438, H28 1.094, H44 1.087
4 H 3.7227 2.5274 -0.1068  C38 1.079
5 H -4.9982 -1.2646 -3.5272  C8 1.089
6 N -1.3081 0.6393 1.2970  C18 1.343, C22 1.313
7 H 5.3775 -2.1483 -2.3708  C26 1.088
8 C -4.6663 -0.2382 -3.3811  C1 1.526, H5 1.089, H43 1.086, H46 1.087
9 H -1.8064 -3.0640 3.2707  C3 1.094
10 H 0.0437 4.1183 1.9089  C45 1.088
11 H 0.4176 -0.1553 2.4727  C19 1.087
12 H 0.8175 -1.8572 2.8063  C19 1.092
13 H 6.3275 -0.6551 -2.3886  C26 1.088
14 H 2.1563 3.0063 1.5864  C42 1.102
15 H -4.6048 -1.5406 -0.9093  N25 1.008
16 N -1.0955 -1.5018 2.0842  C3 1.438, C18 1.341, C19 1.440
17 C 2.3472 -0.5665 -0.2378  C31 1.395, C34 1.378, H39 1.079
18 C -1.7406 -0.6325 1.2934  N6 1.343, N16 1.341, N33 1.335
19 C 0.0395 -1.0939 2.8705  H11 1.087, H12 1.092, N16 1.440, H32 1.095
20 H 1.4923 3.3132 -0.0464  C42 1.099
21 H 6.3747 -1.7174 -0.9834  C26 1.091
22 C -1.9059 1.4240 0.4300  N6 1.313, S36 1.752, N37 1.319
23 H -0.2491 2.3865 2.2851  C45 1.088
24 C 4.6622 0.7805 -0.8840  H2 1.081, C35 1.386, C38 1.385
25 N -4.3832 -0.5585 -0.9587  C1 1.441, H15 1.008, C30 1.342
26 C 5.7292 -1.3158 -1.7657  H7 1.088, H13 1.088, H21 1.091, C35 1.499
27 H 3.3060 -2.2950 -1.0280  C34 1.081
28 H -0.7550 -3.5543 1.9246  C3 1.094
29 O 1.3557 1.3614 0.6271  C31 1.362, C42 1.407
30 C -3.3157 -0.1637 -0.2479  N25 1.342, N33 1.334, N37 1.339
31 C 2.4447 0.7986 0.0345  C17 1.395, O29 1.362, C38 1.389
32 H -0.2378 -0.9613 3.9210  C19 1.095
33 N -2.7560 -1.0755 0.5484  C18 1.335, C30 1.334
34 C 3.3991 -1.2381 -0.8221  C17 1.378, H27 1.081, C35 1.391
35 C 4.5771 -0.5763 -1.1542  C24 1.386, C26 1.499, C34 1.391
36 S -1.3602 3.0846 0.3058  C22 1.752, C45 1.826
37 N -2.9048 1.1049 -0.3694  C22 1.319, C30 1.339
38 C 3.6141 1.4708 -0.2971  H4 1.079, C24 1.385, C31 1.389
39 H 1.4283 -1.0726 0.0139  C17 1.079
40 H -6.0976 0.2145 -1.8263  C1 1.095
41 H -4.6574 1.2660 -1.8273  C1 1.091
42 C 1.3494 2.7451 0.8833  H14 1.102, H20 1.099, O29 1.407, C45 1.522
43 H -5.1517 0.3921 -4.1210  C8 1.086
44 H -2.4166 -3.0019 1.5969  C3 1.087
45 C 0.0110 3.1060 1.5111  H10 1.088, H23 1.088, S36 1.826, C42 1.522
46 H -3.5914 -0.1938 -3.5362  C8 1.087

As for the relative energy (zero: lowest compared OMol25 entry of this formula, charge and spin): 0.003 eV. As for the structure (SMILES): CCNc1nc(SCCOc2ccc(C)cc2)nc(N(C)C)n1. The total energy comes out at -37299.7115 eV. The total charge is 0.

Results of the natural (NBO) charge analysis, in e, for atoms 1 through 8: number 1, C, carries -0.224; number 2, H, carries 0.207; number 3, C, carries -0.412; number 4, H, carries 0.215; number 5, H, carries 0.197; number 6, N, carries -0.616; number 7, H, carries 0.214; number 8, C, carries -0.613

Listing highest occupied orbital energy for the structures above in their given order: -2.30 -3.87 -8.23 eV.
Listing Kohn-Sham gap for the structures above in their given order: 5.5 6.5 9.0 eV.